1.
Here is a molecular structure, C30H40Br2FeN8O2S2 from OMol25. Energies are from the ωB97M-V functional and the def2-TZVPD basis.

```
85
Properties=species:S:1:pos:R:3:forces:R:3
Fe -1.4560 -0.7466 -0.8320 0.043 0.459 0.475
N -2.5697 1.2620 -0.0878 -0.090 -0.176 -0.112
C -2.9879 1.9346 -1.3332 0.078 0.058 0.087
C -3.2159 3.4418 -1.2106 -0.078 0.019 -0.003
C -2.0078 4.3303 -0.9010 0.051 -0.011 0.060
C -1.0256 4.5721 -2.0538 0.056 0.028 -0.043
N -1.6573 4.9127 -3.3243 -0.024 0.130 0.010
C -1.9935 6.1290 -3.7379 0.017 -0.042 0.037
N -1.7644 7.2044 -2.9842 0.037 0.011 -0.027
N -2.5925 6.2780 -4.9196 0.007 -0.027 0.010
C -2.0320 1.5462 -2.4599 -0.018 -0.265 -0.170
O -2.0008 2.1590 -3.5023 0.027 -0.023 0.077
O -1.3375 0.4415 -2.2612 -0.018 0.246 -0.043
H -3.3763 1.0249 0.4842 0.005 0.024 -0.054
H -2.0099 1.8974 0.4758 0.093 -0.064 -0.026
H -3.9422 1.4910 -1.6316 0.010 -0.055 -0.008
H -3.9633 3.5944 -0.4292 0.003 -0.011 0.006
H -3.6911 3.7735 -2.1347 0.019 0.029 -0.013
H -1.4210 3.9360 -0.0627 -0.029 0.015 -0.010
H -2.3935 5.2872 -0.5427 -0.016 0.006 -0.053
H -0.4212 3.6899 -2.2521 -0.018 -0.013 -0.011
H -0.3091 5.3490 -1.7812 -0.023 0.003 0.014
H -1.9149 4.1166 -3.8952 0.004 -0.029 0.030
H -1.2434 7.1412 -2.1282 -0.020 -0.009 0.014
H -1.9433 8.1288 -3.3392 -0.006 0.013 -0.007
H -2.7399 5.4917 -5.5290 0.012 -0.002 -0.006
H -2.8198 7.1879 -5.2814 -0.019 0.036 -0.006
S 0.1859 -2.5256 -0.6971 -0.125 0.145 -0.079
C 0.9922 -2.3855 0.7946 -0.156 0.050 0.004
N 2.0535 -3.0771 1.0722 0.269 -0.098 0.028
C 2.7400 -2.9049 2.3646 0.020 -0.001 -0.089
C 1.7194 -2.7177 3.4466 -0.039 0.059 0.029
N 0.8135 -1.6162 3.0781 0.012 0.038 0.088
C 0.3747 -0.7557 4.2103 0.051 -0.123 -0.030
C 1.5495 0.0124 4.7571 -0.009 0.002 0.007
C 1.9889 -0.2223 6.0543 -0.016 -0.004 0.022
C 3.0832 0.4720 6.5549 -0.007 -0.005 0.010
C 3.7427 1.3924 5.7553 0.012 0.009 0.011
C 3.3069 1.6279 4.4562 0.003 0.012 -0.017
C 2.2106 0.9427 3.9579 0.018 0.016 -0.024
C 0.4746 -1.4263 1.8408 0.061 -0.066 -0.078
S -0.5236 -0.1476 1.3268 -0.078 0.046 -0.041
C 2.7525 -3.9603 0.0974 -0.033 -0.001 0.105
C 4.1269 -3.4140 -0.1816 0.001 -0.033 0.009
C 5.2540 -4.1173 0.2240 0.001 -0.018 0.009
C 6.5205 -3.6041 -0.0247 0.003 -0.023 0.011
C 6.6576 -2.3853 -0.6701 0.030 0.013 -0.007
C 5.5311 -1.6795 -1.0775 -0.015 0.018 -0.019
C 4.2674 -2.1931 -0.8376 -0.010 0.037 -0.014
H 3.4202 -2.0544 2.2902 0.008 0.017 0.017
H 3.3349 -3.7958 2.5463 0.019 -0.027 0.011
H 2.2114 -2.4313 4.3733 0.007 -0.015 0.029
H 1.1220 -3.6145 3.6219 -0.005 -0.026 -0.012
H -0.0280 -1.4343 4.9641 -0.011 0.016 -0.001
H -0.4260 -0.1201 3.8482 -0.023 0.068 0.016
H 1.4691 -0.9363 6.6848 0.017 0.018 -0.019
H 3.4162 0.2936 7.5689 -0.007 0.005 -0.026
H 4.5949 1.9335 6.1449 -0.015 -0.011 -0.008
H 3.8191 2.3542 3.8383 -0.014 -0.019 0.013
H 1.8644 1.1424 2.9474 0.006 -0.012 0.033
H 2.1327 -4.0326 -0.7902 0.043 0.007 -0.042
H 2.8052 -4.9444 0.5638 0.003 -0.022 -0.022
H 5.1479 -5.0775 0.7182 0.007 0.027 -0.012
H 7.3967 -4.1602 0.2815 -0.016 0.014 -0.006
H 7.6442 -1.9864 -0.8667 -0.023 -0.011 0.005
H 5.6431 -0.7363 -1.5964 -0.001 -0.019 0.011
H 3.3891 -1.6514 -1.1792 0.026 -0.024 0.011
Br -1.3770 -2.5132 -3.4410 0.063 -0.286 -0.360
C -0.3080 -2.0410 -5.0259 -0.099 -0.151 0.188
Br 0.9696 -0.6702 -4.7314 0.041 0.069 0.081
H -1.0239 -1.7410 -5.7769 0.003 0.061 -0.051
H 0.1975 -2.9608 -5.2797 0.047 -0.033 -0.084
N -4.1615 -1.0708 -2.7382 -0.237 0.301 0.141
C -4.2627 -1.7497 -1.5775 -0.075 -0.058 -0.093
C -5.4250 -2.5019 -1.2971 0.004 0.050 -0.038
C -5.5324 -3.1701 -0.1135 0.027 -0.007 0.036
C -4.4823 -3.1022 0.8239 -0.093 -0.014 -0.011
C -3.3890 -2.3691 0.4989 0.075 0.052 -0.024
N -3.2543 -1.6885 -0.6846 0.053 -0.217 0.170
H -4.8980 -1.1623 -3.4166 0.015 -0.047 -0.047
H -3.2805 -0.7107 -3.0647 0.039 -0.106 -0.029
H -6.2120 -2.5418 -2.0389 0.019 0.001 0.019
H -6.4188 -3.7537 0.0998 0.017 0.014 0.000
H -4.5366 -3.6142 1.7733 0.000 0.004 -0.026
H -2.5540 -2.2763 1.1833 -0.020 -0.039 -0.033
```
Forces are in eV/Å.

Properties
calculated total energy	-243898.590	eV
2S+1	6
LUMO level (spin up / spin down)	-8.63 / -9.22	eV
net charge	+3
HOMO (spin up / spin down)	-15.4 / -15.4	eV
ΔE to the lowest compared entry with this formula, charge and spin	0.180	eV

2.
Here is 2 unconnected molecules or ions with the total composition C30H40BrF9N2O5S2 in a non-equilibrium geometry from OMol25. Energies are from the ωB97M-V functional and the def2-TZVPD basis.

```
89
Properties=species:S:1:pos:R:3:forces:R:3
C -0.9086 -5.7929 1.2377 0.603 -0.130 1.679
C 0.2878 -4.6714 1.2656 -0.282 0.125 0.456
C 0.6709 -4.0368 -0.2037 1.838 1.409 1.918
Br -0.3320 -4.8226 -1.7464 0.501 0.654 0.799
C 0.5742 -2.4060 -0.0678 0.566 4.136 -0.560
C 2.0196 -1.5698 -0.0264 -2.974 2.061 0.171
C 2.1446 0.0632 0.0901 -3.179 -1.869 0.101
C 3.6377 0.7433 0.1057 -1.385 0.042 -0.821
C 3.7660 2.1008 1.0197 0.817 -0.898 -0.095
C 4.9536 3.0245 0.3076 -0.036 -0.374 0.704
C 4.2731 4.1895 -0.6237 0.023 0.025 -0.674
C 5.1750 5.5992 -0.6453 1.612 -2.618 -1.532
F 5.1047 6.3062 -1.9561 0.028 -1.694 4.384
F 6.6027 5.1051 -0.5583 -3.853 1.857 -0.192
C 4.9589 6.5397 0.6687 4.746 -0.714 2.098
F 6.2331 7.3292 0.8532 -4.240 -2.496 -0.701
F 4.8255 5.7376 1.9414 0.696 2.409 -4.691
S 3.5640 7.7654 0.6126 -3.413 3.124 2.445
F 4.2905 8.7612 -0.5752 -1.502 -2.629 2.405
F 2.6247 6.8797 -0.5062 2.325 1.784 1.817
F 2.7648 6.8696 1.8764 1.114 1.982 -2.750
F 4.3731 8.6541 1.8831 -1.826 -1.660 -2.846
F 2.2805 8.9050 0.7008 2.755 -2.385 -0.303
C 0.7633 0.9718 0.1455 -0.618 -4.716 -0.437
C -0.6592 0.1589 0.0880 2.265 -2.093 -0.402
C -0.7946 -1.5055 -0.0094 3.572 0.921 0.020
N -2.1568 -2.1613 -0.0426 0.751 2.282 -2.217
C -3.0648 -1.5894 -1.1081 -2.771 1.349 -3.201
C -3.8598 -2.5063 -2.2105 -0.425 3.374 -0.459
C -4.8378 -1.7959 -3.3645 1.438 2.734 2.421
C -5.0912 -0.1527 -3.4314 2.826 -2.092 3.101
C -4.3019 0.7768 -2.3095 0.783 -2.795 0.050
O -4.3864 2.2663 -2.2516 -1.349 -3.692 -0.572
C -5.7139 2.7377 -2.6805 -0.989 1.044 -0.119
C -6.9356 2.2990 -1.6694 0.449 0.205 -0.343
N -7.0237 3.2687 -0.4720 -1.906 -0.908 -1.825
C -8.3785 2.9265 0.1507 -1.145 0.319 1.062
C -8.2917 2.8013 1.8068 1.245 -0.743 0.814
C -6.7007 2.5807 2.2728 -1.270 -0.091 -0.646
O -8.7710 4.0214 2.4966 1.170 -0.904 0.363
C -3.3262 0.0601 -1.2030 -0.791 -2.194 -1.661
S -2.3395 1.0699 0.0854 0.792 -2.053 -1.499
H -1.8849 -5.4537 0.6865 2.113 -0.751 0.858
H -0.4571 -6.8076 0.8615 -1.220 2.022 0.368
H -1.2119 -5.9800 2.3772 0.614 0.390 -2.458
H 1.2870 -5.1180 1.7414 -2.278 0.777 -1.151
H -0.0072 -3.7668 1.9783 0.476 -1.946 -1.618
H 1.8200 -4.3066 -0.3825 -2.705 0.743 0.060
H 3.0132 -2.1974 -0.1010 -2.216 1.383 0.185
H 4.3960 -0.0904 0.4283 -1.368 1.776 -0.656
H 3.8585 1.0817 -1.0172 -0.390 -0.950 2.351
H 2.7525 2.6850 1.1099 2.038 -1.180 -0.256
H 4.0910 1.7442 2.1114 -0.707 1.046 -2.384
H 5.6275 3.4263 1.1797 -1.337 -0.436 -1.964
H 5.6398 2.3413 -0.3847 -1.518 1.511 1.604
H 4.2190 3.7832 -1.7431 0.247 1.205 2.392
H 3.1603 4.3703 -0.2923 2.337 0.027 -0.549
H 0.7331 2.1494 0.2204 0.093 -2.806 -0.226
H -2.1115 -3.2036 -0.0566 0.058 1.316 -0.294
H -3.7413 -3.6920 -2.2504 -0.207 2.972 0.204
H -5.3963 -2.4465 -4.1942 1.480 1.472 2.197
H -5.7650 0.3425 -4.2519 1.499 -1.229 1.875
H -5.6738 3.9295 -2.6458 0.200 -2.609 0.011
H -5.9287 2.4796 -3.8224 0.442 0.264 2.536
H -6.8179 1.2324 -1.1932 -0.021 1.972 -1.287
H -7.9380 2.3418 -2.2824 1.842 -0.228 0.939
H -7.1255 4.2123 -0.9057 0.132 -0.941 0.612
H -9.1831 3.7515 -0.1018 1.547 -1.560 0.578
H -8.8018 1.9166 -0.3184 1.005 2.076 1.292
H -8.9458 1.8855 2.2038 1.338 1.882 -1.069
H -6.6471 2.2744 3.4177 -0.137 0.617 -2.447
H -6.2992 1.7163 1.5752 -0.366 1.905 1.641
H -6.1704 3.6203 2.0786 -0.877 -2.446 0.351
H -8.2587 4.1194 3.3640 -1.009 -0.421 -1.968
C 7.2619 -5.4804 1.2072 0.079 -0.276 -0.200
C 5.8197 -5.1963 1.5901 0.587 0.201 0.414
O 4.9250 -5.6077 0.5492 -0.587 -0.908 -0.113
C 4.6677 -6.9376 0.4888 0.464 -0.440 0.300
O 5.1203 -7.7925 1.2363 -0.761 1.297 -1.087
O 3.8411 -7.1606 -0.5630 0.545 0.421 0.881
C 3.5602 -8.5391 -0.7943 -0.170 -0.574 -0.196
H 7.4972 -5.0360 0.2342 -0.058 0.091 0.196
H 7.9481 -5.0787 1.9573 -0.101 -0.002 -0.066
H 7.4428 -6.5558 1.1164 -0.077 0.140 0.138
H 5.6847 -4.1160 1.7154 -0.229 -0.236 -0.249
H 5.5533 -5.6667 2.5426 -0.016 -0.107 -0.267
H 3.1905 -9.0282 0.1115 0.226 0.100 -0.099
H 4.4576 -9.0437 -1.1678 -0.146 0.025 0.222
H 2.7830 -8.6032 -1.5610 0.179 0.323 0.135
```
Forces are in eV/Å.

Properties
calculated total energy	-161120.076	eV
2S+1	1
LUMO level	-2.43	eV
HOMO	-7.7	eV
structure (SMILES)	CC[C@@H](Br)c1cc(CCCCC(F)(F)C(F)(F)S(F)(F)(F)(F)F)cc2c1Nc1cccc(OCCNC[C@@H](C)O)c1S2.CCOC(=O)OC
ΔE to the lowest compared entry with this formula, charge and spin	13.626	eV